Entry from the Open Molecules 2025 dataset: a gas-phase ion, C24H33OSi (charge +1) (wB97M-V/def2-TZVPD).

CARTESIAN COORDINATES (ANGSTROEM)
C -3.010919 2.721168 2.233454
Si -1.165526 2.532384 2.206823
C -0.277912 3.614000 0.981301
C -0.480411 2.676826 3.931824
O -0.972671 0.941730 1.560874
C -0.111810 -0.039532 1.622813
C -0.150401 -1.017309 0.497656
C 1.221040 -1.723578 0.388486
C 1.330521 -2.948784 1.301438
C 1.570882 -2.631401 2.775779
C 0.555363 -1.677203 3.395518
C 0.673963 -0.244665 2.840774
H -3.280097 3.772429 2.405012
H -3.464513 2.396786 1.287792
H -3.442794 2.122752 3.047266
H -0.520380 4.668565 1.179661
H 0.812098 3.495732 1.057286
H -0.575253 3.379686 -0.050743
H -0.684711 3.704891 4.269310
H -0.981042 1.987495 4.626123
H 0.605361 2.519856 3.979964
H -0.886051 -1.771692 0.840228
H 1.398027 -2.049455 -0.645418
H 2.009689 -0.990511 0.617378
H 0.434845 -3.584546 1.196947
H 2.169683 -3.553059 0.930525
H 1.538888 -3.571749 3.342137
H 2.580517 -2.213121 2.889386
H -0.464760 -2.049156 3.229659
H 0.713202 -1.636843 4.481525
H 1.721626 -0.007154 2.575249
H 0.350929 0.465436 3.615254
C 3.241021 2.331750 -4.142715
C 2.259798 1.657430 -3.233473
C 2.337465 1.762086 -1.840960
C 1.459766 1.041780 -1.023241
C 0.443568 0.268723 -1.602564
C -0.606473 -0.435634 -0.749642
C -1.366541 -1.510064 -1.550746
C -2.765638 -1.507400 -1.510512
C -3.487943 -2.468860 -2.220162
C -2.811250 -3.464483 -2.930165
C -1.413606 -3.478877 -2.956301
C -0.690852 -2.514188 -2.251178
C 0.279135 0.293174 -2.998967
C 1.226767 0.910006 -3.802920
H 3.457049 1.705585 -5.018124
H 2.840287 3.280263 -4.525051
H 4.179490 2.551454 -3.626435
H 3.099450 2.402499 -1.396824
H 1.562178 1.091310 0.065776
H -1.351162 0.341907 -0.524287
H -3.281883 -0.734357 -0.933739
H -4.578645 -2.430524 -2.216535
H -3.370482 -4.234947 -3.464263
H -0.868007 -4.233302 -3.526467
H 0.401714 -2.527993 -2.278935
H -0.568491 -0.208591 -3.464227
H 1.155898 0.821272 -4.888625

Cartesian forces (eV/Å) of the 2 atoms listed first:
0.0044 -0.1303 -0.0765
-0.3675 1.1145 0.4113

As for the energy above the lowest of the compared OMol25 structures with the same formula, charge and spin: 0.0 kcal/mol. Its HOMO-LUMO gap is 7.13 eV. The charge is +1. Its spin multiplicity is 1. The calculation puts the total energy at -35344.3995 eV. As for the HOMO energy: -11.3 eV.